# 1
The following is a DFT calculation (ωB97M-V with the def2-TZVPD basis set) of a cluster of 2 separate species, C20H32F5N4O in total.

The HOMO energy is -11.06 eV. For the orbital gap, the calculation gives 7.3475 eV.

The geometry in ORCA input format:
```
! wB97M-V def2-TZVPD RIJCOSX def2/J DEFGRID3
* xyz 1 1
C -4.656 -4.155 3.123
C -4.619 -2.793 2.384
C -3.203 -2.403 1.960
C -2.926 -2.837 0.536
C -3.894 -2.199 -0.493
N -1.492 -2.740 0.175
C -0.888 -1.505 0.427
N -1.259 -0.365 -0.237
C -2.065 0.632 0.497
C -1.892 2.034 -0.133
C -3.227 2.521 -0.646
F -4.055 2.804 0.359
F -3.786 1.579 -1.412
F -3.098 3.620 -1.381
N 0.092 -1.470 1.279
C 0.871 -0.265 1.581
C 2.232 -0.310 0.872
C 2.136 0.036 -0.624
N 3.095 1.124 -0.942
C 0.433 -2.736 1.970
C 1.603 -2.590 2.919
O 2.726 -3.017 2.717
F 1.317 -1.919 4.052
H -5.495 -4.725 2.753
H -4.734 -3.997 4.188
H -3.766 -4.717 2.858
H -5.282 -2.887 1.531
H -5.055 -2.032 3.017
H -2.545 -2.960 2.623
H -2.998 -1.351 2.147
H -3.156 -3.895 0.507
H -4.513 -1.424 -0.061
H -3.376 -1.855 -1.379
H -4.580 -2.959 -0.845
H -1.316 -3.047 -0.774
H -1.644 -0.581 -1.145
H -1.651 0.692 1.496
H -3.103 0.352 0.617
H -1.222 1.920 -0.978
H -1.439 2.722 0.565
H 0.379 0.627 1.229
H 0.987 -0.135 2.647
H 2.926 0.391 1.317
H 2.634 -1.313 0.920
H 2.373 -0.814 -1.255
H 1.134 0.372 -0.890
H 2.663 1.967 -0.583
H 3.028 1.245 -1.942
H -0.415 -3.081 2.544
H 0.712 -3.489 1.256
F 3.183 3.278 -2.543
C 4.352 3.808 -2.999
C 5.529 3.135 -2.749
C 6.718 3.675 -3.219
C 6.711 4.874 -3.917
C 5.513 5.536 -4.151
C 4.320 4.998 -3.693
H 5.511 2.205 -2.195
H 7.650 3.158 -3.038
H 7.640 5.294 -4.278
H 5.507 6.472 -4.691
H 3.374 5.493 -3.872
*
```

# 2
The following is a DFT calculation (ωB97M-V with the def2-TZVPD basis set) of a cluster of 15 separate species, C18H24Cl42NO in total.

The HOMO energy is -12.00 eV. For the orbital gap, the calculation gives 8.5609 eV.

The geometry in ORCA input format:
```
! wB97M-V def2-TZVPD RIJCOSX def2/J DEFGRID3
* xyz 1 1
C -6.103 0.674 -3.143
N -5.380 -0.622 -3.422
C -3.909 -0.433 -3.626
C -3.107 -0.955 -2.237
C -3.884 -0.557 -0.809
O -2.537 0.108 -1.398
H -5.404 1.532 -2.944
H -6.844 0.922 -3.959
H -6.700 0.549 -2.191
H -5.753 -0.958 -4.326
H -5.616 -1.368 -2.750
H -3.582 0.632 -3.726
H -3.493 -1.050 -4.464
H -2.576 -1.988 -2.286
H -3.763 -1.680 -0.528
H -3.434 -0.239 0.171
C 0.331 -1.860 -1.141
Cl 1.865 -1.003 -1.336
Cl -0.222 -2.516 -2.690
Cl 0.484 -3.150 0.063
H -0.413 -1.148 -0.792
C 1.065 -1.827 3.967
Cl -0.659 -1.675 4.327
Cl 1.373 -1.311 2.305
Cl 2.045 -0.887 5.099
H 1.342 -2.873 4.066
C 5.582 -2.105 1.263
Cl 5.927 -3.179 2.626
Cl 3.904 -2.285 0.736
Cl 5.909 -0.423 1.694
H 6.233 -2.380 0.438
C -1.903 -5.672 -4.174
Cl -2.341 -3.997 -4.545
Cl -2.616 -6.161 -2.633
Cl -2.419 -6.751 -5.473
H -0.822 -5.733 -4.087
C -0.266 2.259 -3.901
Cl -0.649 1.642 -5.516
Cl -0.276 4.026 -3.891
Cl -1.410 1.618 -2.709
H 0.731 1.921 -3.634
C 5.618 2.828 4.422
Cl 7.020 2.399 3.433
Cl 5.135 4.501 4.115
Cl 4.272 1.727 4.108
H 5.897 2.738 5.468
C 10.173 2.950 1.233
Cl 11.041 1.959 2.413
Cl 10.866 4.575 1.155
Cl 10.195 2.185 -0.360
H 9.139 3.036 1.555
C 2.839 6.694 2.192
Cl 1.591 7.550 3.105
Cl 2.208 6.154 0.631
Cl 4.260 7.722 1.964
H 3.138 5.818 2.760
C 4.644 9.333 -1.417
Cl 3.178 9.920 -2.213
Cl 5.363 8.005 -2.337
Cl 5.808 10.647 -1.206
H 4.372 8.958 -0.435
C -8.216 -2.645 -1.303
Cl -9.032 -1.140 -0.866
Cl -8.323 -2.930 -3.046
Cl -6.525 -2.606 -0.786
H -8.711 -3.465 -0.790
C 6.656 1.489 -2.176
Cl 6.969 3.204 -1.885
Cl 7.573 0.487 -1.045
Cl 4.924 1.143 -2.050
H 6.979 1.250 -3.185
C -6.991 -6.463 -0.920
Cl -6.200 -5.902 -2.399
Cl -5.952 -6.186 0.483
Cl -8.555 -5.662 -0.705
H -7.166 -7.531 -1.011
C -0.128 -3.335 7.617
Cl 1.602 -3.529 7.927
Cl -0.858 -4.883 7.171
Cl -0.940 -2.647 9.028
H -0.250 -2.649 6.786
C -4.899 -0.994 2.935
Cl -6.320 -0.430 2.048
Cl -4.152 -2.372 2.108
Cl -3.735 0.323 3.133
H -5.213 -1.324 3.921
*
```

# 3
The following is a DFT calculation (ωB97M-V with the def2-TZVPD basis set) of a cluster of 3 separate species, C22H49BN3O6P in total.

The HOMO energy (spin up / spin down) is -8.09 / -8.91 eV. Its expectation value of S² is 2.008. For the orbital gap (spin up / spin down), the calculation gives 8.4305 / 9.2197 eV.

The geometry in ORCA input format:
```
! wB97M-V def2-TZVPD RIJCOSX def2/J DEFGRID3
* xyz 0 3
C 4.049 3.147 0.096
O 4.682 4.253 -0.510
C 5.524 5.017 0.334
C 6.544 4.207 1.146
B 7.668 3.391 0.375
O 7.524 2.950 -0.924
O 8.861 3.129 0.989
C 6.183 6.094 -0.549
N 5.521 7.403 -0.481
P 6.226 5.733 -2.358
O 7.337 6.418 -3.054
H 3.221 2.854 -0.546
H 4.734 2.297 0.186
H 3.663 3.405 1.088
H 4.892 5.559 1.056
H 6.020 3.539 1.839
H 7.057 4.934 1.786
H 7.344 2.009 -1.008
H 8.843 3.288 1.939
H 7.224 6.241 -0.258
H 4.553 7.327 -0.203
H 5.999 8.052 0.126
H 6.203 4.348 -2.539
H 4.939 6.160 -2.725
C -2.187 1.248 -3.070
C -0.783 0.894 -2.533
C -0.739 -0.539 -1.981
C -1.389 -0.723 -0.612
C -0.868 0.307 0.385
C -1.034 1.744 -0.111
N -0.361 1.850 -1.451
O 0.908 1.992 -1.361
C -2.518 2.119 -0.174
C -0.360 2.726 0.840
C 0.208 1.019 -3.686
H -2.494 2.245 -2.764
H -2.178 1.238 -4.159
H -2.948 0.540 -2.741
H 0.309 -0.851 -1.918
H -1.217 -1.193 -2.715
H -2.478 -0.676 -0.686
H -1.169 -1.726 -0.246
H -1.383 0.209 1.344
H 0.195 0.124 0.573
H -2.646 3.122 -0.582
H -2.912 2.113 0.843
H -3.120 1.430 -0.758
H 0.689 2.481 0.992
H -0.873 2.686 1.802
H -0.422 3.744 0.454
H 0.267 2.049 -4.039
H -0.142 0.388 -4.504
H 1.207 0.699 -3.400
C -5.845 -4.547 2.333
C -5.084 -4.390 0.999
C -5.057 -5.707 0.208
C -4.071 -6.750 0.729
C -2.681 -6.149 0.916
C -2.692 -4.910 1.814
N -3.671 -3.929 1.232
O -3.185 -3.262 0.253
C -3.041 -5.293 3.255
C -1.317 -4.254 1.839
C -5.797 -3.325 0.171
H -5.322 -4.060 3.153
H -6.824 -4.075 2.257
H -6.004 -5.591 2.603
H -4.807 -5.477 -0.832
H -6.072 -6.113 0.205
H -4.429 -7.190 1.664
H -4.016 -7.569 0.010
H -1.996 -6.883 1.348
H -2.276 -5.867 -0.061
H -3.105 -4.405 3.885
H -2.240 -5.925 3.641
H -3.967 -5.850 3.351
H -0.967 -4.017 0.838
H -0.611 -4.944 2.302
H -1.339 -3.334 2.424
H -5.751 -2.354 0.666
H -6.843 -3.617 0.070
H -5.364 -3.225 -0.820
*
```

| no. | molar mass (g mol⁻¹) | DFT total energy (Ha) |
| --- | --- | --- |
| 1 | 439.493 | -1574.63591 |
| 2 | 1759.422 | -20157.75916 |
| 3 | 493.435 | -1849.53414 |